Below is a molecular structure, C51H82BrN3O5P2S2Ti in a non-equilibrium geometry, with properties calculated with ωB97M-V/def2-TZVPD.

Output
ΔE to the lowest compared entry with this formula, charge and spin in kJ/mol: 0.80
E_tot in hartree: -7435.31001
HOMO level in eV: -12.53
LUMO energy in Eh: -0.2652
Net charge: +2

Each line ends with the Löwdin charge.
Atoms and positions in Å:
Ti: -0.887627 0.172674 -1.283641  0.97
C: -3.608312 1.750498 5.689673  -0.03
C: -2.408206 0.893693 5.256443  -0.55
C: -2.529207 -0.512777 5.866954  -0.03
C: -1.129188 1.547686 5.778817  -0.06
C: -2.393449 0.752370 3.740162  -0.14
C: -1.293200 1.005650 2.982252  0.05
C: -1.354698 0.802906 1.584197  -0.15
N: -0.385066 0.992717 0.662800  0.10
C: 0.836059 1.516117 0.760128  -0.16
C: 1.583047 1.828891 1.919877  0.04
C: 2.595969 2.731341 1.828492  -0.12
C: 2.904219 3.275505 0.529913  0.09
C: 2.316354 2.930963 -0.651666  -0.09
C: 1.284690 1.937060 -0.570137  -0.27
O: 0.612760 1.460786 -1.551707  -0.22
C: 2.678865 3.662608 -1.948703  -0.52
C: 2.706278 2.705710 -3.146482  -0.05
C: 1.593864 4.734876 -2.153709  -0.02
C: 4.044059 4.347729 -1.866160  -0.04
C: 3.278064 3.263839 3.089128  -0.54
C: 4.531216 4.087366 2.774545  -0.05
C: 2.259431 4.173953 3.804732  -0.02
C: 3.671054 2.119438 4.032452  -0.03
C: -2.584913 0.430012 0.936868  -0.18
O: -2.510504 0.356654 -0.378235  -0.18
C: -3.731905 0.170977 1.711556  -0.05
C: -3.569825 0.305041 3.073805  0.07
C: -5.084366 -0.327675 1.170392  -0.51
C: -5.308208 0.061437 -0.295444  -0.04
C: -5.099020 -1.861143 1.292898  -0.02
C: -6.249007 0.254372 1.989698  -0.04
H: -3.563036 1.927365 6.765701  0.09
H: -3.599418 2.720387 5.186465  0.10
H: -4.562256 1.263523 5.478554  0.08
H: -2.531371 -0.447643 6.957283  0.10
H: -3.453549 -1.008912 5.559785  0.09
H: -1.686648 -1.141132 5.564827  0.08
H: -1.205062 1.674066 6.859236  0.10
H: -0.246963 0.929884 5.584776  0.08
H: -0.975927 2.537845 5.339434  0.09
H: -0.393694 1.369968 3.441258  0.08
H: 1.337903 1.374280 2.864479  0.10
H: 3.690678 4.012274 0.487833  0.10
H: 1.728961 2.259347 -3.322902  0.05
H: 3.007282 3.252984 -4.041729  0.10
H: 3.424247 1.899521 -2.973137  0.08
H: 0.599310 4.292919 -2.109684  0.05
H: 1.659007 5.496633 -1.374113  0.10
H: 1.717037 5.226395 -3.122589  0.10
H: 4.835147 3.636913 -1.611675  0.10
H: 4.279154 4.779774 -2.839359  0.10
H: 4.060379 5.168099 -1.146037  0.09
H: 4.296096 5.004606 2.230160  0.09
H: 5.007666 4.383424 3.709886  0.10
H: 5.260411 3.511294 2.196854  0.09
H: 1.929769 4.985023 3.150584  0.10
H: 1.377911 3.608121 4.118044  0.08
H: 2.716563 4.616202 4.692782  0.10
H: 4.400007 1.454369 3.563958  0.07
H: 4.126904 2.534985 4.933034  0.10
H: 2.811432 1.523908 4.350497  0.08
H: -4.420590 0.063187 3.696299  0.11
H: -4.579508 -0.406826 -0.954737  0.05
H: -6.302510 -0.267892 -0.602025  0.10
H: -5.257193 1.146033 -0.428488  0.09
H: -4.289088 -2.305850 0.712451  0.06
H: -4.989365 -2.166637 2.337864  0.09
H: -6.052127 -2.254306 0.926782  0.10
H: -6.158046 1.337318 2.103799  0.10
H: -7.186475 0.047048 1.473416  0.09
H: -6.331796 -0.192790 2.981675  0.08
C: -1.421906 3.495544 -3.627234  -0.23
P: -1.920396 1.834473 -3.072573  0.91
C: -3.725209 1.999919 -2.936346  -0.22
C: -1.785941 0.898611 -4.652490  -0.37
C: -0.388207 0.341123 -4.934524  -0.36
P: 0.428940 -0.649519 -3.596908  0.92
C: 2.143188 -0.555128 -4.230884  -0.24
C: 0.109775 -2.404108 -4.025810  -0.22
H: -2.078043 3.781871 -4.449089  0.06
H: -0.387592 3.499645 -3.971962  0.04
H: -1.524500 4.226195 -2.824287  0.05
H: -4.138039 2.357102 -3.880102  0.06
H: -3.969616 2.714062 -2.149017  0.06
H: -4.167765 1.037896 -2.680524  0.04
H: -2.074031 1.574227 -5.460262  0.10
H: -2.528373 0.109155 -4.601941  0.05
H: 0.297571 1.174468 -5.108914  0.08
H: -0.395976 -0.253675 -5.850240  0.09
H: 2.208328 -1.118509 -5.163518  0.06
H: 2.830622 -0.971968 -3.495228  -0.01
H: 2.436870 0.475894 -4.415100  0.02
H: 0.100126 -2.525100 -5.110189  0.06
H: -0.818540 -2.789545 -3.613759  0.03
H: 0.937561 -2.998868 -3.629705  0.04
Br: -6.849650 -4.411921 -5.863427  0.80
C: -5.587452 -3.651808 -4.697471  -0.69
C: -5.762363 -3.773473 -3.326592  -0.10
C: -4.829620 -3.211890 -2.472035  0.00
C: -3.737985 -2.515903 -2.979307  -0.13
C: -3.576924 -2.403358 -4.358094  -0.02
C: -4.495866 -2.976048 -5.223501  -0.10
C: -2.768284 -1.927702 -2.021048  -0.54
O: -2.685307 -2.364799 -0.884762  -0.02
O: -2.007642 -0.936518 -2.462837  -0.28
H: -6.622959 -4.299809 -2.935892  0.11
H: -4.950463 -3.300032 -1.399617  0.11
H: -2.715648 -1.887413 -4.762793  0.09
H: -4.372840 -2.895886 -6.295328  0.11
C: 2.952331 -5.417128 -1.226132  -0.09
C: 1.596544 -4.961486 -0.696493  -0.28
C: 1.559864 -3.440723 -0.519806  -0.36
S: -0.143165 -2.886744 -0.500745  1.11
O: 0.009284 -1.322326 -0.573421  -0.60
C: -0.554925 -3.193955 1.223608  -0.27
C: 0.147812 -2.264951 2.230054  -0.26
C: 1.148326 -2.996495 3.126010  -0.08
H: 2.968667 -6.499518 -1.347567  0.08
H: 3.756082 -5.142555 -0.539246  0.07
H: 3.164897 -4.965422 -2.198274  0.08
H: 1.390583 -5.460456 0.253679  0.11
H: 0.810857 -5.271836 -1.393184  0.11
H: 1.999077 -2.925448 -1.376609  0.05
H: 2.070864 -3.092780 0.376803  0.08
H: -0.295531 -4.244097 1.381814  0.11
H: -1.639481 -3.095496 1.239427  0.09
H: -0.619622 -1.803097 2.852326  0.10
H: 0.648364 -1.451110 1.701037  0.09
H: 0.678480 -3.845757 3.627066  0.09
H: 1.528833 -2.326422 3.898499  0.08
H: 2.004928 -3.372352 2.561415  0.07
C: 5.208538 -0.361872 1.784184  -0.05
N: 5.408084 -1.240048 0.654584  -0.15
C: 6.543798 -2.161867 0.592696  -0.09
C: 6.418552 -2.772274 -0.813070  -0.11
N: 5.103944 -2.281019 -1.240292  0.02
C: 4.613772 -1.322886 -0.419610  -0.77
S: 3.210029 -0.439494 -0.719572  0.78
H: 5.097337 -0.939491 2.704791  0.10
H: 4.306433 0.220254 1.611101  0.03
H: 6.061256 0.311520 1.895378  0.10
H: 6.462125 -2.916052 1.377549  0.13
H: 7.478639 -1.621624 0.735873  0.13
H: 6.437205 -3.858269 -0.791905  0.11
H: 7.205614 -2.428341 -1.481814  0.12
H: 4.805290 -2.322572 -2.197983  0.13

Forces on the atoms, in the same order (eV/Å):
0.1 0.1 -1.3
0.0 0.0 0.0
-0.1 -0.1 0.0
0.0 0.0 0.0
0.0 0.0 0.0
-0.4 -0.1 0.0
0.1 0.0 -0.2
-0.4 -0.1 0.0
0.9 0.7 0.4
-0.9 -0.5 -0.3
0.4 0.3 0.3
-0.2 -0.1 0.2
-0.1 -0.1 -0.1
0.2 0.1 -0.1
-0.5 0.0 0.2
0.9 0.5 0.2
-0.2 -0.1 0.0
0.0 0.0 0.1
0.1 0.0 0.0
0.0 0.0 0.0
0.0 0.0 0.0
0.0 -0.1 0.0
0.0 0.0 0.0
0.0 0.0 0.0
0.7 0.2 0.3
-0.5 0.0 0.4
-0.3 -0.2 -0.1
0.2 0.1 0.2
0.1 0.0 -0.1
0.0 0.0 0.0
0.0 0.0 0.1
0.1 0.0 0.0
0.0 0.0 0.0
0.0 0.0 0.0
0.0 0.0 0.0
0.0 0.0 0.0
0.1 0.0 0.0
0.0 0.0 0.0
0.0 0.0 0.0
0.0 0.0 0.0
0.0 0.0 0.0
0.0 0.0 0.0
0.0 0.0 0.0
0.0 0.0 0.0
0.1 0.1 0.0
0.0 0.0 0.0
0.0 0.0 0.0
0.0 0.0 0.0
0.0 0.0 0.0
0.0 0.0 0.0
0.0 0.0 0.0
0.0 0.0 0.0
0.0 0.0 0.0
0.0 0.0 0.0
0.0 0.0 0.0
0.0 0.0 0.0
0.0 0.0 0.0
0.0 0.0 0.0
0.0 0.0 0.0
0.0 0.0 0.1
0.0 0.0 0.0
0.1 0.0 0.0
0.0 0.0 0.0
-0.1 0.0 0.1
0.0 0.0 0.0
0.0 -0.1 0.0
-0.1 0.0 0.0
0.0 0.0 -0.1
0.0 0.0 0.0
0.0 0.0 0.0
0.0 0.0 0.0
0.0 0.0 0.0
0.1 0.0 0.3
-0.4 -0.3 -0.7
0.0 0.0 0.2
0.2 0.0 0.0
-0.1 0.0 0.1
-0.2 0.2 -0.6
0.1 0.0 0.2
0.0 0.0 0.2
0.0 0.0 0.0
0.0 0.0 0.0
0.0 0.0 0.0
0.0 0.0 0.0
0.0 0.0 0.0
0.0 0.0 0.0
0.0 0.0 0.0
0.0 0.0 0.0
0.0 0.0 0.0
0.0 0.0 -0.1
0.0 0.0 0.0
0.0 0.0 0.0
0.0 -0.1 0.0
0.0 0.0 0.0
0.0 0.0 0.0
0.0 0.0 0.0
0.0 0.0 0.0
0.0 0.0 0.0
0.0 0.0 0.1
-0.1 -0.1 0.1
0.1 0.2 -0.2
0.0 0.0 -0.1
0.1 0.1 0.0
0.0 0.2 -0.1
0.1 0.0 0.2
-0.4 -0.7 0.1
0.0 0.0 0.0
0.0 0.0 0.0
0.0 0.0 0.0
0.0 0.0 0.0
0.0 0.0 0.0
0.0 0.0 0.0
0.0 -0.1 0.0
0.5 0.2 0.0
0.0 -0.8 0.4
-0.2 0.3 0.0
0.1 -0.2 0.0
-0.1 0.0 0.0
0.0 0.0 0.0
0.0 0.0 0.0
0.0 0.0 0.0
0.0 0.0 0.0
0.0 0.0 0.0
0.0 0.0 0.0
0.0 0.1 -0.1
-0.1 0.0 -0.1
0.0 0.0 0.1
0.0 0.0 0.0
0.0 0.0 0.0
0.0 0.0 0.0
0.0 0.0 0.0
0.0 0.0 0.0
0.0 -0.1 -0.1
0.0 0.1 0.0
-0.1 0.0 0.0
-0.1 0.1 0.0
0.1 -0.1 0.0
0.0 0.0 0.1
0.2 -0.1 0.0
0.0 0.0 0.0
0.0 0.0 0.0
0.0 0.0 0.0
0.0 0.0 0.0
0.0 0.0 0.0
0.0 -0.1 0.0
0.0 0.1 0.0
0.0 0.1 0.0